This record from the Open Molecules 2025 dataset describes a molecular structure, C4H9F4N3P3. The level of theory is ωB97M-V with the def2-TZVPD basis set.

Last column: natural (NBO) charge in e.
Atoms and positions in Å:
P (-2.42071, 1.59814, 0.77406)  1.581
P (0.09511, 0.08622, 0.14847)  1.822
P (-2.32593, -1.31568, -0.20486)  1.530
F (-3.17017, -1.60165, -1.60054)  -0.539
F (-4.22081, 0.09154, 0.65393)  -0.217
F (-1.33897, 0.03712, -2.12062)  -0.168
F (-1.78349, 2.23048, -0.53640)  -0.567
N (-2.98245, 0.19149, 0.05273)  -0.737
N (-0.95839, -0.63340, -0.99250)  -0.648
N (-0.94010, 0.70422, 1.39426)  -1.285
C (1.26275, 1.23563, -0.69101)  -0.713
C (2.18320, 0.41232, -1.55471)  -0.631
C (1.11617, -1.25794, 0.92226)  -0.641
C (1.46283, -1.54768, 2.21601)  -0.241
H (1.36858, -2.19722, 0.24525)  0.285
H (-0.53214, 1.01546, 2.28694)  0.449
H (0.52933, 1.76377, -1.26587)  0.261
H (1.41619, -0.87700, 3.09392)  0.214
H (1.83613, 1.85957, -0.03564)  0.280
H (1.70807, -0.48478, -2.00092)  0.230
H (2.02829, -2.47547, 2.44630)  0.241
H (2.67872, 1.16090, -2.26512)  0.263
H (2.98780, 0.00397, -0.96594)  0.231

Force components x, y, z for each atom (eV/Å):
1.77 -0.64 0.67
1.38 0.24 2.72
-1.77 -1.92 -2.10
1.17 -0.17 1.93
-1.81 -0.78 0.38
0.65 1.00 -0.49
0.37 0.37 0.06
-0.96 1.38 -0.06
1.18 -0.44 1.05
0.81 0.70 -1.66
-1.68 -1.61 -0.02
0.99 0.40 -1.12
-0.07 -3.04 0.02
0.32 1.06 -0.88
-0.71 2.41 0.82
-0.06 -0.13 -0.69
-0.01 1.03 -0.60
-0.49 -0.24 -0.69
-0.22 0.41 0.71
0.18 0.91 -0.43
-0.55 0.65 -0.47
-0.84 -1.52 0.46
0.35 -0.06 0.39

Output
charge: +1
calculated total energy: -1745.26077 Eh
energy relative to the best compared isomer or geometry (same formula, charge and spin): 0.384 eV
HOMO-LUMO gap: 9.63 eV
LUMO energy: -4.41 eV
largest force on an atom: 3.35 eV/Å



This record from the Open Molecules 2025 dataset describes 2 unconnected molecules or ions with the total composition C4H9FNOS. The level of theory is ωB97M-V with the def2-TZVPD basis set.

Last column: natural (NBO) charge in e.
Atoms and positions in Å:
S (1.58088, -2.34452, -0.96906)  -0.236
F (-0.09443, -1.53955, 1.56644)  -0.302
O (0.59382, 1.15482, 1.64273)  -0.720
N (-1.12389, 0.95733, -0.52343)  -0.494
C (0.89762, 0.40645, 0.49138)  -0.028
C (0.33727, 1.17900, -0.70509)  -0.247
C (-1.25917, -0.50403, -0.27289)  -0.352
C (0.02668, -0.84800, 0.43974)  0.502
H (-1.68817, 1.28088, -1.31393)  0.456
H (-1.39530, 1.47911, 0.32143)  0.456
H (-1.36254, -1.03685, -1.22175)  0.276
H (0.58977, 2.23758, -0.66518)  0.263
H (1.10167, 0.84426, 2.40081)  0.513
H (1.96278, 0.19143, 0.39576)  0.246
H (-2.12617, -0.73699, 0.35361)  0.269
H (1.29185, -3.45201, -0.29959)  0.145
H (0.66733, 0.73107, -1.64097)  0.252

Force components x, y, z for each atom (eV/Å):
-1.74 2.16 1.05
-0.16 0.37 -0.23
-0.29 0.18 -0.10
-0.38 0.42 0.02
0.19 -0.09 -0.13
1.03 0.09 0.28
-0.45 -1.06 0.14
2.38 -2.00 -1.21
0.06 -0.03 0.15
-0.10 -0.06 -0.22
0.07 0.21 0.10
-0.14 -0.08 -0.03
-0.03 -0.06 0.03
-0.14 0.00 -0.03
0.10 0.19 -0.11
-0.23 -0.27 0.33
-0.17 0.02 -0.04

Output
charge: +1
calculated total energy: -785.52747 Eh
energy relative to the best compared isomer or geometry (same formula, charge and spin): 0.874 eV
HOMO-LUMO gap (spin up / spin down): 7.90 / 7.90 eV
LUMO energy (spin up / spin down): -4.97 / -4.97 eV
largest force on an atom: 3.33 eV/Å



This record from the Open Molecules 2025 dataset describes C4H9FS in the gas phase. The level of theory is ωB97M-V with the def2-TZVPD basis set.

Last column: natural (NBO) charge in e.
Atoms and positions in Å:
S (0.44149, 0.77987, -1.96374)  0.003
F (-0.29409, -1.90750, 0.58667)  -0.387
C (-1.20539, 0.69377, 2.40432)  -0.608
C (-0.82304, 0.42932, 0.93714)  -0.455
C (0.24714, -0.58885, 0.68495)  0.211
C (1.13259, -0.13929, -0.67249)  -0.596
H (-0.71241, 1.74165, 2.60411)  0.209
H (1.09701, -0.80594, 1.26418)  0.175
H (1.63323, -1.03148, -1.06837)  0.236
H (-0.65832, -0.08141, 2.91192)  0.208
H (0.68549, -0.14184, -2.86726)  0.121
H (-0.53186, 1.49633, 0.50039)  0.212
H (1.87054, 0.54621, -0.27248)  0.211
H (-2.23137, 0.57021, 2.61287)  0.219
H (-1.67723, 0.02620, 0.33097)  0.242

Force components x, y, z for each atom (eV/Å):
-1.24 0.89 -1.23
-0.19 1.00 -0.41
2.90 1.31 -0.88
-0.63 1.73 -1.02
1.11 -0.08 -3.77
-0.32 -1.61 2.68
-1.50 -2.07 0.45
0.64 0.58 1.95
-0.07 0.27 0.30
0.09 -0.02 1.03
-0.15 -0.28 -0.72
-0.49 -2.50 0.39
0.38 -0.30 0.55
-1.13 0.43 0.28
0.61 0.65 0.40

Output
charge: 0
calculated total energy: -655.79909 Eh
energy relative to the best compared isomer or geometry (same formula, charge and spin): 1.760 eV
HOMO-LUMO gap: 9.86 eV
SMILES: CC[C@@H](F)CS
LUMO energy: 0.88 eV
largest force on an atom: 3.93 eV/Å



This record from the Open Molecules 2025 dataset describes C4H9FS in the gas phase. The level of theory is ωB97M-V with the def2-TZVPD basis set.

Last column: natural (NBO) charge in e.
Atoms and positions in Å:
S (2.14217, -1.29754, -0.13393)  -0.111
F (1.96244, 1.89029, 0.10310)  -0.363
C (0.66464, -0.07495, 0.29735)  -0.259
C (0.83815, 1.20878, -0.37859)  0.028
C (-0.48803, -0.85546, -0.23296)  -0.421
C (-1.80269, -0.13792, 0.10055)  -0.619
H (0.00003, 1.84119, -0.22868)  0.173
H (0.90665, 1.05336, -1.44853)  0.164
H (-0.56627, -1.79596, 0.18218)  0.220
H (-1.67459, 0.88124, -0.21468)  0.190
H (0.69077, 0.08762, 1.36953)  0.223
H (-1.95377, 0.08093, 1.20799)  0.213
H (2.33258, -1.49918, 1.19127)  0.134
H (-0.36928, -0.88791, -1.29131)  0.203
H (-2.68281, -0.49449, -0.52329)  0.224

Force components x, y, z for each atom (eV/Å):
-0.65 1.27 1.27
-0.36 -0.24 -0.31
1.95 -2.27 0.02
1.10 0.66 -0.54
-1.93 2.38 0.65
-0.72 0.95 -0.09
-0.75 0.75 0.37
0.45 0.11 -0.39
0.40 -2.18 0.61
-0.22 0.64 -0.59
-0.12 -0.29 0.20
-0.25 -1.23 -1.20
0.27 -0.17 -0.49
-0.04 -0.44 -0.93
0.86 0.08 1.42

Output
charge: 0
calculated total energy: -655.81983 Eh
energy relative to the best compared isomer or geometry (same formula, charge and spin): 1.195 eV
HOMO-LUMO gap: 10.05 eV
SMILES: CC[C@@H](S)CF
LUMO energy: 0.94 eV
largest force on an atom: 3.13 eV/Å



This record from the Open Molecules 2025 dataset describes 2 unconnected molecules or ions with the total composition C4H9FSi. The level of theory is ωB97M-V with the def2-TZVPD basis set.

Last column: natural (NBO) charge in e.
Atoms and positions in Å:
Si (-0.39706, -0.18667, -0.48994)  1.752
F (-0.78844, -1.50656, -1.29595)  -0.662
C (-1.38866, 1.21753, -1.38056)  -1.147
C (-0.80072, -0.33458, 1.30221)  -0.746
C (2.48453, 0.12472, -0.56528)  -0.841
C (-0.28861, -1.25089, 2.14878)  -0.300
H (-0.68638, -1.14875, 3.18550)  0.195
H (-1.27696, 2.13151, -0.74208)  0.240
H (2.59613, -0.55370, -1.40504)  0.198
H (-1.60063, 0.31755, 1.48217)  0.222
H (-1.40624, 1.39649, -2.50285)  0.267
H (2.59944, -0.07811, 0.45089)  0.188
H (2.86912, 1.07814, -0.94869)  0.191
H (-2.38447, 0.83414, -1.23931)  0.228
H (0.46896, -2.04083, 2.00016)  0.216

Force components x, y, z for each atom (eV/Å):
2.65 1.65 -1.53
0.11 -0.50 -0.07
0.47 -0.17 0.29
1.63 -2.09 -1.22
-2.86 0.84 -2.55
-1.14 1.26 1.12
0.45 -0.59 -0.67
-0.14 -0.50 -0.93
0.22 -0.77 0.77
-0.98 0.89 1.38
0.91 -0.14 1.53
0.56 -0.72 1.19
-0.55 0.07 0.66
-0.88 -0.04 0.42
-0.44 0.81 -0.39

Output
charge: 0
calculated total energy: -547.09248 Eh
energy relative to the best compared isomer or geometry (same formula, charge and spin): 2.309 eV
HOMO-LUMO gap (spin up / spin down): 8.14 / 8.14 eV
LUMO energy (spin up / spin down): 0.34 / 0.34 eV
largest force on an atom: 3.92 eV/Å



This record from the Open Molecules 2025 dataset describes 2 unconnected molecules or ions with the total composition C4H9I2N. The level of theory is ωB97M-V with the def2-TZVPD basis set.

Last column: natural (NBO) charge in e.
Atoms and positions in Å:
I (1.16860, 1.07806, -3.75289)  -0.286
I (0.00513, -2.58518, 3.67957)  0.083
N (0.78628, 0.77459, -1.31241)  -0.356
C (-0.77910, -0.90274, 2.53118)  -0.743
C (0.17441, -0.21021, -0.93604)  0.360
C (-0.12687, -1.41802, -1.77130)  -0.705
C (1.18542, 1.94844, -0.59151)  -0.431
H (2.07970, 2.16454, -1.10137)  0.227
H (0.50999, -2.20607, -1.43123)  0.252
H (-1.02567, -1.82800, -1.66254)  0.235
H (-0.77927, -0.97015, 1.40694)  0.227
H (1.53898, 1.78517, 0.53468)  0.225
H (0.37910, 2.61764, -0.82412)  0.231
H (-1.77083, -0.73450, 2.77288)  0.209
H (-0.28532, 0.05681, 2.64063)  0.218
H (-0.17198, -1.16326, -2.78220)  0.253

Force components x, y, z for each atom (eV/Å):
0.18 0.26 -0.04
-0.34 1.10 -0.85
-1.30 -2.12 1.18
1.34 0.18 -2.01
0.37 -0.61 -1.32
2.10 1.67 1.82
1.08 -0.56 1.56
1.08 1.36 -0.50
1.02 -0.40 -0.38
-4.17 -1.32 1.34
0.33 -0.97 1.11
-1.55 0.11 -2.35
0.08 1.04 0.63
-1.96 -0.09 0.92
0.64 -0.23 0.85
1.11 0.55 -1.97

Output
charge: 0
calculated total energy: -807.81786 Eh
energy relative to the best compared isomer or geometry (same formula, charge and spin): 2.038 eV
HOMO-LUMO gap (spin up / spin down): 7.34 / 7.48 eV
LUMO energy (spin up / spin down): -1.21 / -1.04 eV
largest force on an atom: 4.57 eV/Å



- Which of these has the highest energy relative to the best compared isomer or geometry (same formula, charge and spin)?
  C4H9FSi



- Look up the energy relative to the best compared isomer or geometry (same formula, charge and spin) of the first one.
  0.384 eV